Formula: C30H24N4O2S3Ti
Source: OMol25
Level of theory: ωB97M-V/def2-TZVPD

Geometry as XYZ:
```
64
Properties=species:S:1:pos:R:3:forces:R:3
Ti -0.2809 0.4056 0.5949 0.6588 -0.1108 0.2183
O -1.5117 -2.5764 -1.3297 0.1220 0.0269 -0.1710
C -0.6812 -2.0447 -0.6472 0.0436 -0.0395 -0.0174
O -0.2014 -0.8107 -0.8242 -0.4779 -0.0358 -0.0385
C -0.0838 -2.7086 0.5610 0.5006 0.0047 0.6235
C -0.2202 -4.0870 0.8056 -0.2702 0.0267 -0.4440
C 0.3442 -4.6151 1.9240 0.0396 -0.0246 0.0705
C 1.0476 -3.7766 2.8128 0.0257 -0.0173 0.0060
C 1.6632 -4.2656 3.9905 -0.0125 -0.0064 -0.0118
C 2.3245 -3.4157 4.8251 0.0036 0.0120 -0.0038
C 2.4004 -2.0381 4.5178 0.0033 -0.0164 0.0076
C 1.8188 -1.5375 3.3905 -0.0416 -0.0456 -0.0064
C 1.1261 -2.3999 2.5068 0.0261 0.1115 -0.0088
N 0.5557 -1.8919 1.3730 -0.3662 0.0397 -0.0088
H -0.7827 -4.6783 0.0966 0.0218 -0.0207 0.0124
H 0.2616 -5.6715 2.1483 -0.0167 -0.0081 -0.0227
H 1.5954 -5.3236 4.2116 0.0001 -0.0024 0.0023
H 2.7931 -3.7923 5.7244 0.0030 0.0070 0.0060
H 2.9277 -1.3706 5.1868 0.0043 -0.0021 0.0016
H 1.8748 -0.4879 3.1542 0.0104 0.0358 0.0021
C 4.0331 1.8518 2.1955 -0.0011 -0.0063 -0.0154
C 3.9479 1.0722 1.0490 0.0085 0.0081 0.0094
C 2.7057 0.6687 0.5783 -0.0226 -0.0309 0.0043
C 1.5395 1.0422 1.2472 -0.0025 0.0537 -0.1016
C 1.6366 1.8289 2.3983 0.0012 0.0509 0.0085
C 2.8790 2.2313 2.8694 -0.0179 -0.0067 0.0043
H 5.0013 2.1642 2.5652 0.0062 -0.0014 -0.0005
H 4.8480 0.7769 0.5248 0.0030 0.0015 0.0034
H 2.6497 0.0498 -0.3114 0.0099 0.0068 0.0033
H 0.7415 2.1253 2.9376 0.0154 0.0045 -0.0285
H 2.9461 2.8387 3.7635 0.0049 0.0024 -0.0015
S -5.7861 3.7820 2.6522 -0.0631 0.0402 0.0190
C -4.3714 2.9556 2.7662 0.1093 -0.0098 -0.1337
S -4.2355 1.2476 2.4269 0.0040 0.0014 0.1210
C -2.5214 1.3238 2.6926 -0.0024 0.2051 0.0100
N -2.0910 2.4886 3.0158 0.0027 -0.0084 -0.0033
N -3.1144 3.3977 3.0617 -0.0307 -0.0241 0.0696
C -2.7315 4.7458 3.3474 0.0231 0.0311 -0.0442
C -1.5428 5.2149 2.8040 -0.0074 -0.0154 -0.0674
C -1.1338 6.5088 3.0767 -0.0064 0.0246 0.0174
C -1.9064 7.3311 3.8863 0.0030 -0.0313 -0.0164
C -3.0878 6.8476 4.4272 0.0015 0.0044 -0.0013
C -3.5079 5.5520 4.1636 0.0087 -0.0063 0.0684
S -1.4694 -0.0677 2.5620 -0.1317 -0.1719 -0.0943
H -0.9525 4.5660 2.1712 -0.0338 0.0089 -0.0072
H -0.2107 6.8764 2.6482 0.0063 0.0036 -0.0031
H -1.5876 8.3437 4.0942 0.0018 0.0056 0.0023
H -3.6924 7.4788 5.0648 0.0003 0.0048 0.0004
H -4.4250 5.1746 4.5877 -0.0036 -0.0044 -0.0069
C -2.9371 0.6587 -0.9023 0.0118 -0.0205 -0.0111
C -2.0923 1.8952 -0.9532 0.0052 -0.1563 -0.0811
C -2.2974 3.0020 -1.7075 0.0014 0.1111 0.1015
C -1.1883 3.8788 -1.4902 -0.0785 0.0400 -0.0158
C -0.3398 3.2827 -0.6138 -0.0646 -0.0956 0.0856
C 0.9292 3.8523 -0.0754 -0.0043 -0.0190 -0.0230
N -0.8693 2.0284 -0.2554 -0.1145 0.0543 -0.0452
H -3.9348 0.8987 -1.2672 -0.0046 0.0090 0.0190
H -3.0662 0.2626 0.1100 0.0316 -0.0087 -0.0635
H -2.5380 -0.1408 -1.5283 0.0025 -0.0013 -0.0203
H -3.1554 3.1776 -2.3369 -0.0028 -0.0010 -0.0008
H -1.0411 4.8555 -1.9242 0.0018 0.0012 -0.0004
H 1.0679 4.8426 -0.5079 0.0023 0.0041 -0.0074
H 1.8015 3.2468 -0.3249 0.0131 0.0078 0.0246
H 0.9052 3.9589 1.0097 0.0356 -0.0003 0.0044
```
Forces are in eV/Å.

- LUMO: -1.00 eV
- HOMO energy: -7.83 eV
- HOMO-LUMO gap: 6.8 eV


Formula: C30H25BrN5NiO4S
Source: OMol25
Level of theory: ωB97M-V/def2-TZVPD

Geometry as XYZ:
```
67
Properties=species:S:1:pos:R:3:forces:R:3
Ni -0.8420 -0.0539 -0.1557 -0.2571 0.0149 -0.2938
O 1.1378 -4.0350 0.5088 -0.1653 0.5025 -0.0105
C 0.0158 -4.7790 0.5269 -0.0833 -0.0246 0.0102
C 0.1584 -6.1604 0.6620 -0.0658 -0.0093 0.0091
C -0.9555 -6.9782 0.6929 -0.0060 -0.0144 0.0043
C -2.2312 -6.4340 0.5859 0.0388 0.0405 -0.0072
C -2.3687 -5.0639 0.4368 -0.0568 -0.0382 -0.0171
C -1.2666 -4.2140 0.4032 0.0082 0.0176 -0.0969
C -1.4527 -2.7368 0.2208 0.3360 -0.2483 0.4448
O -0.4558 -1.9790 0.5560 0.0102 -0.2090 -0.1650
N -2.6199 -2.3512 -0.2126 -0.0719 0.5465 -0.0535
N -2.6469 -0.9575 -0.3319 0.2049 -0.3872 0.0416
C -3.7261 -0.4403 -0.7631 -0.0771 0.3123 -0.0758
C -3.9360 0.9932 -0.9617 -0.0388 -0.2148 0.0191
C -5.2466 1.3749 -1.2725 -0.0959 0.0569 -0.0363
C -5.6175 2.6856 -1.4918 0.0845 -0.0335 0.0269
C -4.6238 3.6668 -1.4019 -0.0029 -0.0107 0.0038
C -3.3232 3.3324 -1.1081 -0.0363 0.0099 -0.0123
C -2.9068 1.9905 -0.8777 0.0490 -0.1080 0.0199
O -1.6683 1.7559 -0.6221 0.0430 -0.0545 0.0274
H 0.8066 -3.0924 0.4741 0.0920 -0.2138 0.0125
H 1.1590 -6.5655 0.7417 0.0080 0.0081 0.0027
H -0.8285 -8.0492 0.8015 0.0031 -0.0014 0.0014
H -3.1054 -7.0715 0.6112 -0.0044 -0.0017 -0.0002
H -3.3459 -4.6112 0.3311 0.0137 -0.0114 0.0027
H -4.5568 -1.1124 -0.9909 -0.0148 0.0367 -0.0032
H -5.9935 0.5892 -1.3430 -0.0037 0.0122 -0.0020
H -6.6406 2.9439 -1.7301 -0.0067 -0.0001 -0.0015
H -4.8792 4.7077 -1.5705 0.0058 0.0047 -0.0005
H -2.5526 4.0918 -1.0468 -0.0016 0.0049 0.0012
C -0.9072 -0.1887 -3.0826 -0.0991 0.1340 0.0505
O -0.2716 -0.6444 -1.9528 0.0387 0.0012 -0.0082
H -0.8957 -0.9321 -3.8983 0.0358 -0.0680 0.0024
H -0.4483 0.7301 -3.5119 0.0221 0.0211 0.0263
H -1.9705 0.0714 -2.9219 -0.0124 -0.0263 -0.0248
S 5.1889 1.0482 -2.2518 0.0108 -0.0059 -0.0536
C 3.6135 0.9073 -1.4191 0.0781 0.0000 0.0405
C 3.4090 -0.0865 -0.4764 -0.0364 -0.0339 -0.0045
C 2.1627 -0.1692 0.1264 0.0599 0.0247 -0.0102
N 1.1707 0.6643 -0.1617 -0.0012 -0.0356 0.0994
C 1.3601 1.6048 -1.0862 0.0735 0.0412 -0.0295
C 2.5728 1.7680 -1.7339 -0.1070 0.0355 0.0130
C 5.8857 2.3992 -1.3167 -0.0607 -0.0344 -0.0120
C 6.4371 2.1878 -0.0624 0.0201 0.0182 0.0970
C 6.9752 3.2695 0.6192 -0.0316 -0.0094 -0.0429
N 7.0043 4.5101 0.1345 -0.0217 -0.0217 -0.0432
C 6.4773 4.6980 -1.0733 0.0172 -0.0453 0.0381
C 5.9100 3.6846 -1.8341 0.0227 0.0523 -0.0398
H 4.1852 -0.7978 -0.2321 0.0160 0.0153 0.0008
H 1.9404 -0.9441 0.8509 0.0080 -0.0071 -0.0046
H 0.4890 2.2076 -1.3155 0.0139 0.0071 -0.0127
H 2.6882 2.5308 -2.4912 0.0187 0.0044 0.0068
H 6.4427 1.1992 0.3765 0.0007 0.0044 0.0071
H 7.4065 3.1288 1.6039 0.0071 0.0092 0.0075
H 6.5045 5.7121 -1.4562 0.0050 0.0115 0.0023
H 5.4934 3.8921 -2.8104 -0.0067 0.0057 0.0074
Br 1.2044 1.3144 5.2398 0.0189 0.0109 0.0252
C -0.2880 0.8595 4.1714 0.0086 0.0035 -0.0894
C -1.5067 0.5643 4.7502 -0.0150 0.0004 0.0952
C -2.5592 0.2424 3.9122 -0.0413 -0.0054 -0.1059
C -2.3452 0.2157 2.5420 0.0041 0.0540 0.0842
N -1.1632 0.4928 1.9989 0.0471 -0.1683 -0.0129
C -0.1506 0.8154 2.7944 0.0294 0.0608 -0.0059
H -1.6251 0.5842 5.8252 -0.0055 0.0073 -0.0042
H -3.5364 0.0047 4.3089 0.0069 0.0045 0.0189
H -3.1336 -0.0399 1.8472 -0.0130 -0.0242 0.0150
H 0.7921 1.0487 2.3147 -0.0207 -0.0285 0.0149
```
Forces are in eV/Å.

- LUMO (alpha / beta): 2.07 / 2.06 eV
- Charge: -1
- HOMO energy (alpha / beta): -4.22 / -4.27 eV
- HOMO-LUMO gap (alpha / beta): 6.3 / 6.3 eV
- Spin multiplicity: 3


Formula: C30H25N7O6V
Source: OMol25
Level of theory: ωB97M-V/def2-TZVPD

Geometry as XYZ:
```
69
Properties=species:S:1:pos:R:3:forces:R:3
V -0.5429 -0.9570 0.8597 -0.0032 -0.1095 0.1444
C -3.3470 -3.6728 2.7562 0.0811 -0.1132 0.2014
C -4.4613 -3.6867 1.9308 -0.2070 -0.0296 -0.1139
C -4.5221 -2.8107 0.8756 0.0600 0.2633 -0.0356
C -3.4786 -1.9001 0.6531 0.1125 -0.1826 0.0315
N -2.3643 -1.9362 1.4286 -0.1017 -0.1030 -0.1465
C -2.3276 -2.8103 2.4605 0.1634 0.1689 -0.0961
N -3.6715 -1.0108 -0.3955 -0.0030 -0.0015 0.0294
C -2.9417 0.0300 -0.5511 0.0994 0.1079 -0.0300
N -1.8056 0.3698 0.1665 -0.1653 0.0111 0.0684
C -1.3958 1.6338 -0.1922 0.0480 -0.0240 -0.0214
N -0.4466 2.3250 0.3352 0.0054 0.0199 0.0042
C 0.1995 1.9153 1.4825 0.0144 -0.0133 -0.0327
C 0.9225 2.9041 2.1687 -0.0122 -0.0082 0.0178
C 1.5312 2.6140 3.3631 0.0058 -0.0093 -0.0122
C 1.4186 1.3244 3.8887 -0.0558 0.0512 0.0371
C 0.7288 0.3901 3.1637 0.0076 -0.0030 -0.0583
N 0.1557 0.6547 1.9667 0.0204 0.0058 0.0601
C -2.2448 2.0977 -1.3026 -0.0087 0.0260 0.0137
C -2.2019 3.2572 -2.0526 -0.0534 -0.0348 0.0438
C -3.1316 3.3798 -3.0789 -0.0369 0.0253 0.0140
C -4.0744 2.3811 -3.3216 -0.0055 0.0183 0.0018
C -4.1287 1.2310 -2.5413 0.0108 -0.0181 -0.0023
C -3.1900 1.1065 -1.5356 -0.0139 -0.0138 0.0106
H -3.2549 -4.3429 3.5981 0.0025 -0.0015 0.0036
H -5.2730 -4.3784 2.1124 -0.0035 -0.0046 -0.0064
H -5.3662 -2.7718 0.2040 -0.0124 0.0106 -0.0030
H -1.4144 -2.8168 3.0374 0.0051 0.0025 -0.0007
H 0.9570 3.8891 1.7278 -0.0062 0.0013 -0.0074
H 2.0801 3.3797 3.8949 -0.0009 -0.0024 0.0073
H 1.8523 1.0565 4.8412 0.0005 0.0059 0.0033
H 0.6304 -0.6299 3.5116 0.0054 -0.0025 0.0068
H -1.4652 4.0227 -1.8515 0.0082 0.0229 0.0024
H -3.1284 4.2612 -3.7072 0.0114 -0.0037 0.0057
H -4.7760 2.5087 -4.1349 0.0007 -0.0015 -0.0019
H -4.8654 0.4594 -2.7188 -0.0025 -0.0032 0.0070
O 1.9673 -3.7116 0.7095 -0.0095 0.0386 0.0743
C 1.6744 -2.7201 1.3464 0.0629 0.0464 -0.1215
O 0.4873 -2.3942 1.7554 -0.0715 0.0175 0.0061
C 2.7922 -1.7367 1.7082 0.0191 0.0150 -0.0266
N 3.8531 -1.8897 0.6600 -0.0062 0.1245 0.0106
C 5.1757 -1.9369 1.3500 -0.0036 -0.0135 -0.0242
C 4.8390 -2.6638 2.6413 0.0259 0.0113 0.0291
C 3.4908 -2.0544 3.0445 0.0012 -0.0129 0.0051
H 2.4338 -0.7126 1.6514 -0.0042 -0.0494 0.0064
H 3.7228 -1.1174 -0.0221 -0.0248 -0.0511 -0.0181
H 3.6390 -2.7882 0.2048 -0.0227 -0.0618 -0.0294
H 5.4932 -0.9103 1.5284 0.0004 -0.0022 0.0068
H 5.9036 -2.4332 0.7138 0.0040 -0.0025 0.0067
H 5.6082 -2.5288 3.3981 -0.0060 -0.0038 0.0043
H 4.7346 -3.7328 2.4506 -0.0017 -0.0007 -0.0095
H 3.6373 -1.1325 3.6076 0.0102 0.0024 0.0022
H 2.8980 -2.7311 3.6574 -0.0037 0.0035 0.0024
O 2.7498 0.1823 -0.7997 0.0393 -0.0476 -0.0657
C 1.5845 0.0327 -1.1502 -0.1357 0.2618 -0.0019
O 0.7501 -0.7513 -0.5298 0.0452 -0.1586 0.0389
C 1.0138 0.7657 -2.3256 0.0116 -0.0762 -0.0064
C 1.6067 1.9515 -2.7453 -0.0095 0.0351 0.0274
C 1.0444 2.6775 -3.7821 -0.0116 -0.0382 -0.0004
C -0.0928 2.1770 -4.3914 0.0585 -0.0194 -0.0998
C -0.6784 0.9825 -4.0230 0.0110 -0.0136 -0.0207
C -0.1206 0.2804 -2.9698 0.0301 -0.0491 -0.0113
N -0.7291 2.9680 -5.4693 -0.1043 0.0987 0.1063
O -0.1814 3.9974 -5.8044 -0.0303 -0.0998 -0.0056
O -1.7799 2.5544 -5.9169 0.1461 0.0091 -0.0397
H 2.4904 2.3108 -2.2371 0.0141 -0.0049 -0.0058
H 1.4635 3.6145 -4.1168 0.0040 0.0011 0.0014
H -1.5631 0.6362 -4.5359 0.0006 -0.0071 -0.0039
H -0.5642 -0.6525 -2.6509 -0.0092 -0.0100 0.0167
```
Forces are in eV/Å.

- LUMO (alpha / beta): -3.60 / -3.60 eV
- Charge: +1
- HOMO energy (alpha / beta): -11.14 / -11.25 eV
- HOMO-LUMO gap (alpha / beta): 7.5 / 7.6 eV
- Spin multiplicity: 3


Energy relative to the best compared isomer or geometry (same formula, charge and spin): 0.447, 0.000, 0.025 (eV)